Entry 1:
Formula: C5H12N2O
Source: the Open Molecules 2025 dataset
Level of theory: ωB97M-V with the def2-TZVPD basis set

Geometry as XYZ:
```
20
Properties=species:S:1:pos:R:3:forces:R:3
H -0.110 3.814 -1.334 -0.03 -0.10 0.08
H 1.444 -1.351 1.388 -0.01 0.00 -0.02
C 1.148 -0.341 1.096 -0.09 -0.38 0.40
O -0.080 -3.558 1.221 -0.04 -0.12 0.04
H -1.062 -0.229 1.025 0.31 0.07 0.42
C 0.227 1.963 -0.454 0.44 0.05 0.89
H -1.277 2.656 -1.638 -0.10 0.12 0.22
H 1.144 0.238 2.022 0.02 0.24 -0.29
H 1.893 0.030 0.397 0.22 0.07 0.14
N -0.332 0.656 -0.672 -0.24 -0.27 -0.21
H 0.011 2.259 0.591 -0.34 -0.06 -0.19
H 0.504 -2.070 -0.816 0.20 0.03 0.25
H -1.159 -1.640 -1.076 -0.22 0.00 0.25
H 1.332 1.992 -0.489 -0.13 -0.01 -0.26
C -0.822 -2.760 0.715 -0.04 0.21 -0.07
H -0.083 0.312 -1.591 0.19 -0.01 0.05
C -0.395 -1.735 -0.295 -0.03 -0.06 -0.69
H -1.892 -2.697 1.009 0.09 -0.10 0.07
C -0.194 -0.370 0.370 -0.30 0.21 -0.54
N -0.297 2.831 -1.470 0.11 0.12 -0.54
```
Positions in Å, forces in eV/Å.

As for the HOMO energy: -8.88 eV. The SMILES is C[C@H](CC=O)NCN. As for the charge: 0. As for the multiplicity: 1. The energy above the lowest of the compared OMol25 structures with the same formula, charge and spin comes out at 179.45 kJ/mol.

=====

Entry 2:
Formula: C3H3Cl2KN9
Source: the Open Molecules 2025 dataset
Level of theory: ωB97M-V with the def2-TZVPD basis set

Geometry as XYZ:
```
18
Properties=species:S:1:pos:R:3:forces:R:3
N -3.140 -2.275 0.001 0.11 -0.45 0.00
N -0.964 2.919 -0.002 -0.42 -0.22 0.00
N -1.103 -1.427 0.000 -0.98 -0.92 0.00
C -2.408 -1.174 0.000 -0.14 0.37 0.00
N -3.086 2.450 -0.002 0.12 0.44 0.00
N -2.151 3.431 -0.002 0.00 -0.23 0.00
N -1.067 1.558 -0.001 -0.87 0.87 0.00
N -2.999 0.086 0.000 0.40 0.00 0.00
H 5.612 0.419 -0.889 0.01 0.05 -0.13
C 5.258 -0.078 0.001 -0.03 -0.02 0.00
H -4.001 0.099 0.000 -0.03 0.00 0.00
N -1.029 -2.790 0.001 -0.43 0.23 0.00
H 5.611 0.417 0.892 0.01 0.05 0.13
N -2.227 -3.277 0.002 0.01 0.24 0.00
C -2.378 1.332 -0.001 -0.15 -0.35 0.00
Cl 3.485 0.010 0.000 0.88 -0.08 0.00
Cl 5.874 -1.731 0.000 -0.08 0.00 0.00
K 0.713 0.032 -0.001 1.58 0.03 0.00
```
Positions in Å, forces in eV/Å.

As for the HOMO energy: -4.03 eV. As for the charge: -1. As for the multiplicity: 1. The energy above the lowest of the compared OMol25 structures with the same formula, charge and spin comes out at 100.18 kJ/mol.

=====

Entry 3:
Formula: C6H12AgCl6NiO8P2Sn2
Source: the Open Molecules 2025 dataset
Level of theory: ωB97M-V with the def2-TZVPD basis set

Geometry as XYZ:
```
38
Properties=species:S:1:pos:R:3:forces:R:3
H 0.323 0.309 5.906 0.23 -0.01 -0.14
C 1.560 1.374 -3.184 0.45 -0.80 -1.07
C 2.770 0.908 -4.006 0.27 0.29 0.82
Ag 1.385 0.885 0.757 2.11 1.65 -0.31
P -0.698 -1.027 0.743 2.72 2.43 2.96
O -0.206 -2.453 1.113 -0.18 -2.23 -0.23
H 2.466 0.524 -4.980 -0.16 0.19 0.14
O -2.169 -3.131 -1.795 -4.64 2.35 4.00
O -0.306 0.102 1.682 -3.17 -2.64 1.96
O -2.103 -1.175 0.198 -3.80 -1.04 0.75
O -1.944 -4.157 -3.706 -0.62 -0.18 -3.35
P -1.036 -3.654 -2.609 1.75 -2.33 2.74
O -0.197 -2.347 -2.563 2.63 -0.99 -1.50
Sn 1.942 -3.219 -0.753 -3.11 1.02 -0.58
O 0.066 -0.511 -0.468 0.48 -1.64 -4.81
C -3.116 3.404 -0.032 0.62 -1.30 -1.24
C -1.912 2.378 -0.323 -2.01 1.36 0.77
H 2.468 -0.927 3.982 -0.05 -0.09 0.62
H 2.129 0.476 6.057 -0.41 0.22 0.25
H 0.942 0.483 -3.070 -0.28 0.28 0.45
C 1.299 -0.123 5.684 1.16 -0.11 -0.35
H -3.288 3.523 1.038 0.52 0.62 -0.12
Sn -2.694 -3.902 0.959 2.06 2.39 -1.99
C 1.570 -0.346 4.190 -0.09 -0.76 0.19
H 1.062 2.109 -3.816 -0.17 0.08 0.29
Cl 1.951 1.203 3.366 -0.16 0.26 0.18
Cl 1.883 2.143 -1.598 0.38 -0.22 -0.71
Cl 1.452 -1.690 6.550 -0.26 0.12 -0.30
Ni -1.531 -1.158 -1.640 0.80 -0.65 -0.06
O -0.561 -4.916 -1.887 2.60 1.40 0.05
H 0.740 -0.884 3.732 -0.08 0.57 -0.31
Cl -0.479 2.982 0.530 -0.02 0.34 -0.15
H -1.781 2.285 -1.401 0.39 0.22 0.08
H -2.186 1.415 0.108 0.10 0.05 0.10
Cl 3.664 -0.473 -3.229 -0.29 0.10 0.17
H 3.503 1.707 -4.121 0.00 -0.16 -0.05
H -4.040 2.966 -0.408 0.11 -0.16 -0.14
Cl -2.930 4.918 -1.006 0.11 -0.64 0.88
```
Positions in Å, forces in eV/Å.

As for the HOMO energy (alpha / beta): -14.29 / -14.31 eV. As for the charge: +2. As for the multiplicity: 4. The energy above the lowest of the compared OMol25 structures with the same formula, charge and spin comes out at 81.95 kJ/mol.

=====

Entry 4:
Formula: C5H9N
Source: the Open Molecules 2025 dataset
Level of theory: ωB97M-V with the def2-TZVPD basis set

Geometry as XYZ:
```
15
Properties=species:S:1:pos:R:3:forces:R:3
H -0.439 1.628 -0.387 0.05 -0.04 -0.26
H 0.977 -0.112 -2.151 -0.02 -0.11 0.10
H 1.772 -1.635 -1.716 -0.12 0.08 0.02
N -0.481 2.768 0.311 -0.07 -0.42 0.38
H -0.045 0.226 2.343 -0.08 0.05 -0.12
H -1.517 -0.284 -0.301 0.11 0.02 0.07
H -1.838 0.333 2.055 0.11 0.07 -0.06
C -0.841 0.513 1.655 -0.02 0.09 0.16
H 1.522 -0.196 0.311 -0.13 -0.05 -0.04
C 0.870 -1.033 -1.567 0.01 -0.02 -0.09
C -0.633 1.696 0.889 0.02 0.53 0.03
C 0.647 -0.729 -0.088 0.03 0.00 0.07
H 0.023 -1.592 -1.981 0.11 0.08 0.05
H 0.585 -1.675 0.474 0.03 0.10 -0.07
C -0.600 0.094 0.152 -0.04 -0.38 -0.23
```
Positions in Å, forces in eV/Å.

As for the HOMO energy: -7.74 eV. As for the charge: 0. As for the multiplicity: 1. The energy above the lowest of the compared OMol25 structures with the same formula, charge and spin comes out at 484.56 kJ/mol.

=====

Entry 5:
Formula: C20H31Cl8F9O6
Source: the Open Molecules 2025 dataset
Level of theory: ωB97M-V with the def2-TZVPD basis set

Geometry as XYZ:
```
74
Properties=species:S:1:pos:R:3:forces:R:3
H 3.694 -5.177 -1.197 0.12 0.51 -0.26
Cl -7.910 0.450 -1.889 0.68 0.37 0.30
H -1.012 -0.323 -1.547 0.01 0.43 -0.02
H -0.654 1.088 4.550 -0.15 0.60 -0.47
Cl 1.290 0.036 -1.731 0.03 0.10 0.38
H -1.975 0.809 5.617 -0.22 -0.46 -0.02
H -3.515 6.252 2.776 -0.54 -0.09 0.14
H 1.280 -6.308 -2.028 -0.15 -0.75 0.06
O -3.535 5.855 0.782 0.86 -2.54 -2.07
H 3.763 -0.683 -0.388 0.08 -0.22 -0.24
Cl 1.398 -3.740 -0.132 0.03 -0.02 0.35
C -3.697 3.655 -0.403 -0.54 0.08 -0.64
C -6.217 -0.015 -1.620 1.25 -1.66 -0.64
H -0.209 -5.542 -1.700 -0.01 0.53 -0.21
C -1.701 0.786 4.562 -0.72 0.60 -0.37
H -3.161 8.840 2.432 -0.78 -0.26 0.01
C -2.927 8.038 1.732 -0.02 -0.30 -0.80
F -1.898 -2.620 -4.916 0.92 0.40 -0.50
C 0.431 -5.844 -2.529 0.82 -0.43 1.12
Cl -1.653 -0.860 3.907 -0.27 -0.07 0.11
H 1.558 -5.150 -4.211 0.14 -0.35 -0.02
C 0.488 -2.842 -4.646 1.11 -2.60 -0.30
H 1.943 -4.230 -2.824 -0.39 0.12 0.52
O 6.032 0.138 1.475 -1.10 1.93 -0.31
F -4.761 3.205 -1.084 0.21 0.38 -0.05
H -0.140 -1.654 -1.006 0.26 -0.02 0.82
H -2.617 1.447 2.660 -0.11 0.14 -0.25
H -6.139 -1.045 -1.968 0.01 0.21 -0.71
H 6.740 -1.010 -0.032 -0.10 0.32 -0.45
C -4.169 4.649 0.656 -3.14 2.32 3.81
C 5.763 -0.717 0.354 0.69 -1.56 0.85
C 1.113 -4.754 -3.298 -0.16 -0.36 -1.50
H -3.011 8.421 0.715 -0.18 0.19 0.04
C 7.093 -0.054 2.201 2.63 -5.59 -0.58
C 7.359 0.995 3.282 0.32 -1.72 -0.34
F -2.805 4.138 -1.257 -0.01 -0.09 0.23
F -0.785 -0.846 -4.372 0.10 0.08 0.46
H 5.104 -0.653 -1.599 -0.50 0.24 -0.21
Cl -4.377 1.053 4.178 0.28 -0.04 -0.21
F 7.071 0.397 4.455 -0.26 0.68 -0.01
C -0.716 -1.975 -5.095 -0.63 -0.13 0.80
O 0.091 -3.871 -3.736 0.32 3.80 -1.82
O 7.784 -1.117 2.130 -2.04 4.11 0.32
F -0.551 -1.600 -6.345 -0.27 -0.40 -0.30
Cl 5.634 -4.636 0.002 1.01 0.58 -0.11
H 3.632 -5.538 0.450 -0.51 0.45 0.34
C -0.411 -0.017 0.495 1.25 0.52 -0.16
H -0.135 -6.581 -3.099 0.31 0.23 -0.33
C 3.168 -3.420 -0.021 -0.18 0.21 -0.69
C -0.158 -0.568 -0.915 -1.17 0.32 -0.51
Cl -4.128 -0.759 -0.003 -0.51 0.23 -0.10
C -5.804 -0.125 -0.195 -1.45 0.76 1.11
O 1.566 -2.733 -5.206 -2.15 -0.22 1.89
H -2.725 2.661 3.971 0.12 0.13 -0.10
C 3.916 -4.732 -0.227 -0.96 -0.96 0.43
H 5.384 -1.647 0.777 0.15 -0.17 0.16
F 8.641 1.325 3.310 0.00 0.39 -0.05
C 4.734 -0.263 -0.651 -0.10 0.44 0.47
H 4.511 0.804 -0.691 0.67 0.13 -0.18
C -3.804 6.758 1.855 0.36 0.78 0.74
H 3.321 -2.844 0.892 0.28 -0.61 0.16
H -1.855 7.938 1.901 0.00 -0.86 -0.04
H 3.351 -2.736 -0.849 0.22 -0.16 0.00
C -2.760 1.598 3.730 1.07 -0.83 1.01
F 6.600 2.034 3.054 -0.34 1.12 0.59
H -5.897 0.885 0.206 0.47 -0.17 0.61
Cl -0.571 1.808 0.591 0.09 -0.86 -0.33
H -1.352 -0.378 0.909 -0.14 -0.20 0.05
H -5.410 0.578 -2.049 -0.81 0.41 -0.92
H -4.870 6.977 1.790 0.09 0.14 0.47
F -3.196 2.578 0.213 0.27 -0.04 0.28
O -5.148 4.348 1.372 3.08 0.34 -2.15
H 0.425 -0.155 1.180 -0.19 -0.51 -0.10
H -6.522 -0.781 0.297 0.47 -0.08 0.42
```
Positions in Å, forces in eV/Å.

As for the HOMO energy (alpha / beta): -12.57 / -12.57 eV. As for the charge: +1. As for the multiplicity: 2.

=====

Entry 6:
Formula: C3H5BrN3
Source: the Open Molecules 2025 dataset
Level of theory: ωB97M-V with the def2-TZVPD basis set

Geometry as XYZ:
```
12
Properties=species:S:1:pos:R:3:forces:R:3
N 0.077 1.250 -0.067 0.80 -1.36 -1.78
N -0.300 -0.043 0.208 1.48 -2.45 -3.61
H -0.933 0.006 2.159 -0.32 0.87 0.89
C -0.491 -0.697 1.507 0.77 -1.25 -0.04
H 0.950 2.180 -1.922 -0.56 -1.46 1.54
C 0.651 1.244 -1.322 -0.85 2.59 0.57
C 0.242 -0.868 -1.144 -1.67 4.04 4.38
H 0.509 -1.087 1.968 -1.89 0.55 -0.98
H -0.210 2.083 0.502 0.42 -1.24 -0.65
H -1.296 -1.487 1.376 1.38 0.71 0.02
Br 0.117 -2.643 -1.358 -0.14 -0.30 0.14
N 0.687 0.063 -1.906 0.58 -0.69 -0.47
```
Positions in Å, forces in eV/Å.

As for the HOMO energy (alpha / beta): -14.42 / -14.42 eV. The SMILES is C[n+]1[nH]cnc1Br. As for the charge: +1. As for the multiplicity: 1. The energy above the lowest of the compared OMol25 structures with the same formula, charge and spin comes out at 139.97 kJ/mol.

=====

Question: Which formula does entry 5 have?
Answer: C20H31Cl8F9O6

=====

Question: Which value of charge does entry 1 give?
Answer: 0

=====

Question: What is the multiplicity in the third record?
Answer: 4